1.
176
Properties=species:S:1:pos:R:3 method="wB97M-V/def2-TZVPD" spin_multiplicity=3 charge=+3 lumo_energy_ev="-8.2 / -7.1" fmax_ev_per_a=7.03 homo_energy_ev="-15.860 / -15.861"
F -3.439 -0.588 4.381
H 1.852 6.654 3.877
H 4.950 -0.138 5.405
H -6.608 -2.340 -2.026
N 2.155 5.503 -2.618
H 2.481 2.942 4.573
H 1.584 2.601 -1.791
H 0.980 6.097 -4.273
C 0.023 -0.428 -6.999
C 1.624 6.627 -3.571
C -6.141 -3.578 -0.278
C -0.501 -0.683 -2.575
F 1.603 -2.788 6.723
H -0.940 2.546 -0.935
H 2.974 6.049 5.099
H -6.010 -0.705 1.680
H -6.678 -3.609 2.203
H -3.896 -3.718 -2.061
B -0.142 1.688 5.092
H -0.233 -4.548 -2.219
H 4.285 -1.304 0.779
C 3.868 6.433 -4.943
H -3.663 -1.659 1.172
F -2.054 -2.426 4.001
H -1.169 -5.915 -1.900
C 3.316 3.471 4.113
H 1.781 -4.694 2.493
C -4.515 -2.821 -2.058
H 2.892 -5.950 0.796
H 3.487 3.998 -2.630
C 3.133 4.646 -3.431
H 1.287 5.518 4.845
C -0.075 -0.152 -3.935
H -2.636 -1.435 -4.118
H -7.158 -3.784 0.053
H 4.068 3.777 4.841
C -2.092 1.353 -4.183
H 0.309 5.457 -1.593
B -4.590 0.093 4.368
F -4.816 0.647 3.079
H 2.607 4.325 -4.330
C -0.122 3.033 -0.404
H -2.703 1.002 -3.351
C -0.351 -5.038 -0.006
H -1.672 -1.193 -7.928
H 2.084 6.745 -0.855
H -1.402 2.145 -3.894
H -5.004 -4.191 2.107
C 6.538 2.587 3.869
H -3.100 -0.575 -5.699
C 2.835 6.175 -1.403
H -2.368 -2.881 -6.224
H 3.606 -3.801 0.903
H 0.397 0.018 -7.920
C 4.326 5.450 -3.942
H -5.360 -2.585 2.861
H -2.736 1.780 -4.952
C 0.762 -6.576 -1.944
H 2.381 7.921 -5.089
H 0.266 4.531 -3.091
H -0.186 1.580 -5.943
C 1.917 -6.144 0.349
C 2.233 5.753 4.357
F 0.163 -2.163 5.319
C -5.982 -3.155 -1.664
C 3.627 -1.800 0.065
C 5.446 2.847 2.724
H 0.208 2.442 0.450
C 2.749 4.652 3.396
C 0.667 -0.659 -1.693
H -2.756 -1.709 -1.256
H 1.400 -1.432 -1.921
H 2.750 -2.938 1.831
F -1.598 0.126 2.995
F -0.141 -0.982 3.245
H -1.057 -4.208 0.010
F -2.562 -3.953 2.601
H -4.324 -0.909 -1.172
H 7.571 2.752 3.563
H 3.221 8.066 -3.503
B 1.472 -2.524 5.445
H 4.528 0.457 2.869
H 5.269 3.876 2.408
C -5.637 -3.305 2.091
C 5.056 0.830 4.916
H 2.748 -7.309 -1.198
H 0.939 -0.819 -6.556
F 0.501 0.515 5.268
H 3.643 6.905 -1.458
F -4.553 1.008 5.294
C 2.801 7.382 -4.240
H -8.140 -1.679 -0.157
F -1.455 1.290 5.117
N 1.031 -4.859 0.641
H 3.461 5.900 -5.802
H 4.336 -2.170 -0.676
C -0.905 -1.637 -7.293
H 0.355 -7.510 -1.557
B -0.756 -0.455 2.090
H 5.051 4.717 -4.296
N -5.533 -2.636 0.742
H -0.510 -2.458 -7.891
F 0.043 2.414 6.253
V -1.315 -0.756 4.892
H 1.974 3.545 -0.529
C 3.199 2.191 1.951
H -8.045 0.573 1.742
H -6.319 -4.068 -2.154
H 3.430 5.082 2.660
C 4.064 0.960 3.717
F -1.344 -1.401 1.351
H 0.099 -3.971 2.197
F 0.201 2.341 3.878
H -0.864 -1.710 -2.620
H 3.612 1.447 1.270
F -5.626 -0.802 4.745
H -0.526 3.999 -0.100
C -7.769 -1.307 0.798
C 0.850 4.725 -2.192
C 2.887 -2.996 0.752
H 4.779 1.507 5.724
H 0.581 -0.814 -4.501
F -1.603 -4.511 4.489
H -1.641 0.861 -6.847
H 1.162 0.311 -1.654
C 0.760 -4.836 2.140
H 5.747 2.253 1.862
H -8.287 -1.911 1.544
C -0.755 0.697 -6.235
H 7.072 1.260 5.509
F 1.933 -3.572 4.745
C 1.168 3.456 -1.257
H -5.935 -0.715 -0.062
F 2.258 -1.407 5.111
C -8.224 0.180 0.742
H 3.013 5.365 -0.695
N 3.996 2.420 3.192
H 6.910 0.502 3.937
H -0.966 -2.505 -5.255
H 0.356 0.846 -3.853
N -1.272 0.155 -4.796
H 1.669 -3.698 -0.869
C 6.469 1.245 4.601
H -1.348 -0.205 -2.084
C -2.325 -1.024 -5.078
H 3.092 0.516 3.927
C -1.652 -2.092 -5.995
H -3.579 -3.307 0.461
C -3.821 -1.873 -1.090
H 0.771 -6.650 -3.032
H -7.736 0.832 0.017
F -3.735 -3.881 4.453
H -4.604 -2.443 -3.077
H 0.504 -0.868 -0.636
H 3.021 -0.967 -0.291
B -2.477 -3.716 3.914
H 0.681 -2.839 0.248
H -0.871 -5.847 0.508
H 4.618 7.118 -5.338
C 2.090 -6.440 -1.176
H 2.959 3.082 1.372
H 6.515 3.315 4.680
H -5.527 -4.452 -0.060
H 2.658 -5.730 -1.777
C -4.054 -2.328 0.405
F 0.126 0.434 1.486
C -6.307 -1.272 0.798
H 2.249 1.687 2.128
H 4.868 6.046 -3.209
C 1.549 -3.496 0.195
C -0.240 -5.438 -1.589
H 0.318 -5.707 2.623
H 1.590 -6.991 0.951
H -9.303 0.170 0.588
H 1.880 4.285 2.850
H 1.016 7.335 -3.008

***

2.
151
Properties=species:S:1:pos:R:3 method="wB97M-V/def2-TZVPD" charge=+4 lumo_energy_ev=-8.0 fmax_ev_per_a=1.67 homo_energy_ev=-16.866
H -0.910 5.967 -3.748
H 1.661 1.444 6.714
H -3.952 -1.169 0.650
H -4.007 -0.275 -2.179
H -1.253 -6.779 3.669
H 1.398 -9.615 3.391
H -3.867 1.752 -0.941
H 2.917 -0.916 -4.647
C 6.198 -1.210 -2.679
H -5.303 2.409 -1.677
C -4.504 0.624 -2.579
C 0.982 -8.676 3.745
H 2.029 -0.366 -3.258
H 3.178 -0.282 -1.207
H -1.743 4.258 0.124
H -6.569 1.263 -0.034
C -5.635 0.757 -0.272
H -0.767 -1.430 -2.851
H -2.337 4.305 -5.437
H 4.979 -0.380 -4.258
H 2.828 2.579 4.922
C -0.690 4.451 0.372
H 3.371 5.052 0.463
C 4.918 -0.541 -3.185
H -0.284 3.450 0.563
H -0.284 -5.996 0.871
H 1.576 -2.887 0.961
H -0.786 5.000 -5.908
C 3.095 2.857 0.586
C -4.692 1.984 1.656
H 0.978 3.248 -1.629
C -5.295 1.979 3.058
H -2.458 1.271 -2.979
H -3.358 0.932 -4.425
C 0.113 3.865 -1.875
H -0.093 -2.972 -4.781
H -0.745 3.191 -1.827
H 3.837 2.857 2.550
H 6.509 -3.317 -3.152
C -0.569 5.340 1.596
H -7.330 1.271 2.579
H 1.455 3.062 -4.631
H 3.644 1.997 0.183
H 1.256 -2.756 -2.839
C 1.601 -0.311 4.075
H 0.993 5.298 -0.648
H -6.520 -0.802 1.578
H 0.301 -6.128 3.517
H 3.148 0.448 6.723
C 3.478 -1.316 -1.392
C -0.942 -5.948 1.744
H -3.042 -4.905 2.780
C -0.304 -3.423 -0.030
H 0.494 -0.409 5.932
H 0.486 2.153 -3.478
C 0.163 -8.061 2.610
C 1.414 5.230 -3.428
H -3.087 -0.091 1.823
H -1.767 4.563 -3.092
H -4.503 1.764 3.780
H 2.175 2.882 -0.003
N -4.903 0.613 1.052
C 5.833 -2.721 -2.548
H 1.564 5.468 -4.477
H 4.360 -1.508 -0.789
H 3.794 1.164 4.607
H 1.099 6.108 -2.881
C -0.625 2.957 -5.225
H 4.463 -3.001 -4.115
H -1.244 6.191 1.538
H -5.879 -0.275 -0.533
Br -0.069 0.484 -0.563
H 0.776 -8.004 1.706
C 4.387 -2.820 -3.043
C -0.672 -1.183 -3.909
C -4.843 1.475 -1.354
C -1.019 4.889 -3.813
H -1.889 -6.363 1.392
H 0.436 -8.805 4.677
H 1.942 -1.421 5.848
H 0.196 1.746 4.923
H -6.714 0.500 3.901
H 5.949 -3.065 -1.521
H 2.138 -3.238 -4.286
C -3.458 1.346 -3.420
H 0.760 -0.737 3.533
H 4.846 4.144 0.756
C 0.396 -2.002 -4.635
H -0.750 4.807 2.535
H -2.202 -2.944 0.917
H -2.205 -4.485 0.077
C 0.568 1.901 3.911
H -0.088 -3.164 3.207
H 0.920 -4.451 2.606
N 1.830 1.133 3.781
H -1.648 -1.411 -4.340
H 0.150 -4.318 -0.454
C -6.361 0.916 2.953
H -5.084 -0.729 2.624
C -3.632 -0.156 0.880
C 2.865 2.705 2.070
H -2.945 0.251 0.140
H 0.457 5.694 1.744
H -3.623 2.190 1.568
H -1.286 2.120 -5.016
C 2.550 -1.237 -3.670
H 1.873 0.751 1.663
C -1.279 4.337 -5.194
H 2.534 -0.785 3.764
H -0.607 5.856 -1.301
C 0.499 -2.843 1.135
C -2.186 -4.278 3.023
C 2.453 1.286 2.430
H 0.236 -1.791 1.270
H 3.375 0.696 2.474
C 0.147 -3.750 2.317
C 3.886 4.117 0.234
H 1.829 -8.024 3.994
C 2.794 1.491 4.888
H -0.147 1.602 3.152
H -5.327 0.221 -3.165
H 2.288 4.754 -2.992
H -0.409 -2.642 -0.781
H -3.685 2.410 -3.548
H 0.643 -1.604 -5.617
H -5.128 2.760 1.026
H 6.583 -0.789 -1.757
H 6.942 -1.148 -3.468
C 0.471 2.999 -4.166
C 1.533 -0.445 5.606
C 1.621 -2.408 -3.810
H -0.154 2.773 -6.188
N 3.779 -1.455 -2.830
H 3.805 -3.587 -2.545
C -0.039 5.025 -0.887
C -1.587 -3.808 0.666
H 2.189 3.464 2.458
H 4.709 0.417 -2.709
N 0.287 4.236 -3.330
C -0.432 -6.714 2.945
H -5.709 2.933 3.375
H -2.506 -3.239 3.010
H 2.636 -1.947 -1.117
C -5.792 -0.140 2.036
H 4.125 4.159 -0.832
H 0.799 2.960 3.852
C 2.296 0.780 6.137
H -1.764 -4.580 3.974
N -1.156 -4.459 1.950
H -0.617 -8.789 2.366
H -0.525 -0.106 -4.001